1.
The following is a quantum chemistry calculation of a structure of composition C29H29BeN3Si, from OMol25.

Geometry (Å):
C: -2.023773 0.342383 0.554567
C: -1.984678 -0.448403 -0.627952
C: -1.376624 -1.696729 -0.313992
H: -2.407864 -0.171615 -1.590527
C: -1.053525 -1.685409 1.077290
C: -1.460179 -0.428804 1.608892
H: -1.376768 -0.119123 2.646728
H: -2.439866 1.344649 0.642927
H: -1.212648 -2.522157 -1.005897
H: -0.606531 -2.502924 1.639250
Be: 1.464438 0.259849 -1.069627
C: 2.401513 -1.092072 -0.533516
H: 2.320826 -1.170759 0.562963
H: 3.473280 -0.964872 -0.753291
H: 2.016914 -2.056774 -0.892597
Si: 2.531043 -2.123309 -3.366020
C: 2.480348 -1.672138 -5.159700
C: 1.289174 -1.930657 -5.856182
H: 0.407253 -2.283365 -5.316559
C: 1.239305 -1.747009 -7.244332
H: 0.321826 -1.998758 -7.781549
C: 2.350078 -1.241666 -7.928012
H: 2.302036 -1.085663 -9.008360
C: 3.518836 -0.922234 -7.221839
H: 4.387297 -0.525111 -7.754292
C: 3.577709 -1.105422 -5.834188
H: 4.473985 -0.817330 -5.273930
C: 3.182126 -3.845954 -3.128228
C: 3.378495 -4.715058 -4.214152
H: 3.523625 -4.316508 -5.221071
C: 3.332061 -6.099497 -4.010053
H: 3.426595 -6.775968 -4.861615
C: 3.132334 -6.618923 -2.723049
H: 3.024366 -7.696412 -2.574010
C: 3.078346 -5.750918 -1.625242
H: 2.949317 -6.150002 -0.616373
C: 3.170323 -4.369436 -1.819535
H: 3.176825 -3.695966 -0.964252
H: 1.153873 -2.311540 -2.868403
H: 3.271450 -1.026957 -2.649053
C: 0.729724 2.453531 3.898507
C: 1.312909 1.229278 3.532632
C: 1.576673 0.959616 2.190019
C: 1.213554 1.910913 1.209681
C: 0.701081 3.160179 1.586972
C: 0.440886 3.427807 2.930210
N: 1.223742 1.622741 -0.142665
N: 0.699509 2.609673 -0.884004
C: 0.220376 2.101469 -2.059668
C: -0.590482 2.892245 -2.883686
C: -1.116908 2.320978 -4.028212
C: -0.882545 0.955360 -4.269366
C: -0.162771 0.212084 -3.350873
N: 0.509108 0.785664 -2.334015
H: 0.519264 2.657484 4.947111
H: 1.559155 0.491221 4.299652
H: 2.032407 0.033290 1.865616
H: 0.490165 3.879199 0.794813
H: 0.016931 4.393147 3.212242
H: -0.751655 3.920008 -2.555267
H: -1.705426 2.912397 -4.733248
H: -1.271268 0.457524 -5.160588
H: -0.101073 -0.870313 -3.405031

Forces on atoms 1 to 2 (eV/Å):
C -0.274 -0.429 -1.620
C -0.798 2.467 1.536

The frontier orbital gap (spin up / spin down) comes out at 6.9 / 5.4 eV. The LUMO energy (spin up / spin down) is -1.22 / -1.72 eV. Its charge is 0. The HOMO energy (spin up / spin down) is -8.10 / -7.14 eV.


2.
The following is a quantum chemistry calculation of a structure of composition C29H29Br2N4O6STl, from OMol25.

Geometry (Å):
Tl: -0.058461 0.574268 0.210379
O: -6.364828 -1.846739 3.620618
C: -5.226034 -2.273042 3.909278
O: -4.873941 -3.107896 4.765478
C: -4.077197 -1.671616 3.063587
C: -4.352508 -0.962501 1.901579
C: -3.307000 -0.433103 1.165774
N: -2.026589 -0.548620 1.530620
C: -1.748214 -1.235158 2.646367
C: -2.743303 -1.813948 3.424521
C: -0.274600 -1.332863 3.067494
O: -0.053928 -1.673031 4.244659
O: 0.587757 -0.992662 2.211936
H: -5.382545 -0.829603 1.599257
H: -3.478882 0.105938 0.239841
H: -2.479306 -2.366337 4.313822
Br: -0.490432 1.663053 -5.395316
C: -1.387958 2.620476 -4.016655
C: -1.955462 3.851468 -4.323735
C: -2.613026 4.570241 -3.358212
Br: -3.355022 6.269530 -3.836934
C: -2.734091 4.078068 -2.039668
C: -3.416936 4.736719 -0.991619
C: -3.480744 4.169523 0.250124
C: -2.842105 2.936880 0.466211
N: -2.195799 2.305791 -0.482186
C: -2.133780 2.827720 -1.726481
C: -1.409606 2.023409 -2.727967
O: -0.882723 0.924633 -2.446876
H: -1.878261 4.240481 -5.329407
H: -3.889135 5.689789 -1.189710
H: -4.005302 4.659217 1.060277
H: -2.859155 2.462597 1.443426
N: 0.171862 1.553280 3.544456
C: 0.219726 2.358069 2.704914
H: 0.133636 0.690214 4.070266
C: 0.255873 -5.737495 -2.772339
C: 0.131718 -4.411885 -2.068690
C: 0.528726 -3.227178 -2.671405
C: 0.354477 -2.027036 -1.994655
N: -0.175191 -1.958928 -0.775283
C: -0.541515 -3.093418 -0.182730
C: -0.407927 -4.331502 -0.788620
H: 0.693793 -5.616074 -3.763033
H: -0.725549 -6.201941 -2.884674
H: 0.880617 -6.423899 -2.197086
H: 0.965071 -3.226841 -3.663707
H: 0.624036 -1.077890 -2.450099
H: -0.953236 -3.004155 0.815586
H: -0.731436 -5.224722 -0.266192
C: 3.417079 -2.341947 1.584740
C: 4.626679 -1.407321 1.530620
C: 4.883792 -0.845281 0.136816
S: 3.513093 0.079336 -0.622759
O: 4.111159 0.572299 -1.906049
C: 3.506920 1.453607 0.570204
C: 2.950054 2.738297 -0.047692
C: 3.998135 3.512912 -0.847378
H: 3.386404 -2.881309 2.532570
H: 3.460268 -3.078100 0.775173
H: 2.473631 -1.799049 1.508566
H: 5.526624 -1.946353 1.841871
H: 4.484929 -0.587579 2.239883
H: 5.070131 -1.651128 -0.577323
H: 5.729727 -0.154153 0.101651
H: 4.520147 1.610019 0.951869
H: 2.861226 1.091772 1.377944
H: 2.557042 3.359823 0.758532
H: 2.108426 2.489854 -0.696840
H: 4.826337 3.824114 -0.201996
H: 3.557006 4.408462 -1.290590
H: 4.395624 2.890444 -1.647002

Forces on atoms 1 to 2 (eV/Å):
Tl 0.066 -0.118 -0.162
O 0.049 -0.059 0.034

The frontier orbital gap comes out at 6.3 eV. The LUMO energy is 3.72 eV. Its charge is -2. The HOMO energy is -2.59 eV.


Energy relative to the best compared isomer or geometry (same formula, charge and spin) for every record listed, in sequence, given in kcal per mole: 0.0, 20.2.
E_tot for every record listed, in sequence, given in eV: -43290.6852, -204405.7468.
Max |F| for every record listed, in sequence, given in Eh/bohr: 0.06540, 0.00971.